Entry 1:
93
Properties=species:S:1:pos:R:3:forces:R:3 method="wB97M-V/def2-TZVPD" fmax_ev_per_a=0.97 homo_ev=-6.2 gap_ev=5.47 total_energy_ha=-7556.35952 e_above_lowest_ev=0.164
K -0.463 -0.038 -0.146 -0.1 -0.8 0.3
Br -1.935 -6.776 1.328 0.1 0.2 -0.1
C -1.487 -5.116 0.529 -0.2 -0.2 0.1
C -2.474 -4.345 -0.058 0.1 -0.1 0.1
C -2.087 -3.126 -0.595 -0.1 0.0 0.0
N -0.836 -2.680 -0.587 0.2 -0.2 -0.1
C 0.117 -3.456 -0.059 -0.5 -0.3 0.1
C -0.176 -4.682 0.538 0.2 0.2 0.0
C 1.516 -2.976 -0.155 0.5 0.1 -0.1
C 2.574 -3.883 -0.231 -0.2 0.0 0.0
C 3.856 -3.383 -0.347 0.2 0.0 0.0
Br 5.320 -4.579 -0.469 -0.2 0.1 0.0
C 4.073 -2.017 -0.388 0.0 -0.2 0.0
C 2.956 -1.200 -0.311 0.1 0.1 0.0
N 1.713 -1.656 -0.201 0.0 -0.2 0.1
H -3.503 -4.673 -0.080 0.0 0.0 0.0
H -2.826 -2.471 -1.049 0.0 0.0 0.0
H 0.595 -5.265 1.020 0.0 0.0 0.0
H 2.402 -4.949 -0.232 0.0 0.0 0.0
H 5.067 -1.607 -0.481 0.0 0.0 0.0
H 3.065 -0.120 -0.346 0.0 0.0 0.0
C -0.637 0.034 -3.105 0.2 0.0 0.1
C 0.667 0.710 -2.666 0.1 0.0 -0.3
C 1.838 0.224 -3.527 0.0 0.0 0.2
C 0.556 2.220 -2.706 0.0 0.0 0.2
C 0.318 2.842 -3.922 0.0 0.0 0.0
C 0.240 4.218 -4.018 0.0 0.0 0.0
C 0.432 4.981 -2.882 0.0 0.0 -0.1
C 0.697 4.406 -1.644 0.0 -0.2 0.2
C 1.041 5.339 -0.498 0.0 0.2 -0.1
C -0.122 6.278 -0.165 0.0 -0.1 0.0
C 2.313 6.134 -0.823 -0.1 -0.1 0.0
C 0.730 2.996 -1.543 -0.4 0.3 -0.3
N 1.133 2.355 -0.364 0.6 -0.1 0.3
C 0.675 2.552 0.812 0.1 0.1 0.0
C -0.534 3.225 1.293 -0.2 0.2 0.1
C -0.388 4.148 2.333 0.0 -0.1 -0.1
C -1.458 4.859 2.835 0.0 0.1 0.1
C -2.733 4.599 2.320 0.0 0.0 0.0
C -2.925 3.637 1.360 0.1 0.0 -0.1
C -1.839 2.887 0.814 -0.2 -0.1 0.0
N -1.999 1.822 0.030 -0.3 0.7 -0.1
C -3.246 1.403 -0.426 -0.2 0.1 0.0
C -3.856 0.241 0.113 0.0 0.0 -0.2
C -4.924 -0.332 -0.583 0.0 0.0 0.0
C -5.485 0.263 -1.694 -0.1 -0.1 0.0
C -4.974 1.471 -2.136 0.1 0.0 0.0
C -3.856 2.038 -1.543 0.0 -0.1 0.1
C -3.295 3.316 -2.139 -0.1 0.0 -0.1
C -4.227 4.506 -1.881 0.1 -0.1 0.1
C -3.067 3.167 -3.647 0.0 0.0 0.1
C -3.525 -0.437 1.449 0.0 0.1 0.1
C -2.406 0.158 2.308 -0.2 -0.1 0.0
C -4.787 -0.439 2.331 0.0 -0.1 0.0
H -0.566 -1.050 -2.975 0.0 0.0 0.0
H -0.832 0.240 -4.158 -0.1 0.0 0.0
H -1.486 0.408 -2.527 -0.1 0.0 -0.1
H 0.887 0.416 -1.641 0.6 0.3 -0.7
H 1.640 0.396 -4.586 0.0 0.0 0.0
H 2.000 -0.847 -3.378 0.0 0.0 -0.1
H 2.753 0.758 -3.263 0.0 0.0 0.0
H 0.180 2.236 -4.810 0.0 0.0 0.0
H 0.037 4.693 -4.969 0.0 0.0 0.0
H 0.399 6.062 -2.957 0.0 0.0 0.0
H 1.254 4.753 0.388 0.0 0.0 0.0
H -0.298 6.981 -0.982 0.0 0.0 0.0
H 0.102 6.853 0.735 0.0 0.0 0.0
H -1.039 5.712 0.011 0.0 0.0 0.0
H 2.156 6.788 -1.682 0.0 0.0 0.0
H 3.139 5.459 -1.054 0.0 0.0 0.0
H 2.598 6.753 0.030 0.0 0.0 0.0
H 1.322 2.159 1.609 -0.1 -0.1 0.0
H 0.609 4.332 2.724 0.0 0.0 0.0
H -1.313 5.599 3.611 0.0 0.0 0.0
H -3.587 5.142 2.709 0.0 0.0 0.0
H -3.922 3.391 1.014 0.0 0.1 0.0
H -5.348 -1.264 -0.221 0.0 0.0 0.0
H -6.327 -0.197 -2.197 0.0 0.0 0.0
H -5.436 1.966 -2.984 0.0 0.0 0.0
H -2.333 3.525 -1.670 0.1 0.0 0.0
H -5.203 4.339 -2.341 0.0 0.0 0.0
H -3.797 5.417 -2.304 0.0 0.0 0.0
H -4.374 4.665 -0.813 0.0 0.0 0.0
H -4.019 3.092 -4.177 0.0 0.0 0.0
H -2.478 2.277 -3.866 0.0 0.0 0.0
H -2.527 4.033 -4.031 0.0 0.0 0.0
H -3.261 -1.484 1.246 -0.1 0.0 0.0
H -2.619 1.200 2.541 0.1 0.0 0.0
H -1.433 0.099 1.831 -0.1 0.1 0.5
H -2.357 -0.396 3.249 0.0 0.0 0.0
H -5.087 0.591 2.533 0.0 0.0 0.0
H -4.585 -0.935 3.283 0.0 0.0 0.0
H -5.625 -0.948 1.858 0.0 0.0 0.0

=====

Entry 2:
84
Properties=species:S:1:pos:R:3:forces:R:3 method="wB97M-V/def2-TZVPD" fmax_ev_per_a=1.52 homo_ev=-1.2 total_charge=-2 gap_ev=5.02 total_energy_ha=-4818.94841 e_above_lowest_ev=2.653
Ti -0.266 0.876 0.888 0.0 -1.1 -0.9
C 0.914 2.456 -1.842 0.1 0.0 0.0
P 1.905 1.302 -0.797 -0.3 0.3 -0.5
C 2.678 0.224 -2.042 0.0 -0.1 0.2
C 3.824 -0.481 -1.683 0.0 0.0 0.0
C 4.430 -1.335 -2.587 0.0 0.0 0.0
C 3.899 -1.490 -3.859 0.0 0.0 0.0
C 2.749 -0.803 -4.215 0.0 0.0 0.0
C 2.133 0.046 -3.308 0.0 0.0 0.0
C 3.355 2.336 -0.339 0.0 -0.2 0.1
C 4.027 3.095 -1.296 -0.1 0.0 0.0
C 5.130 3.856 -0.946 0.0 0.0 0.0
C 5.584 3.854 0.368 0.0 0.0 0.0
C 4.938 3.080 1.320 0.0 0.0 0.0
C 3.828 2.321 0.968 0.1 0.0 0.1
C -0.441 1.837 -2.004 0.0 -0.1 0.3
C -1.389 2.002 -2.977 -0.1 0.0 -0.1
C -2.552 1.303 -2.539 0.0 0.1 -0.1
C -2.265 0.753 -1.320 0.2 0.2 0.0
C -3.128 -0.009 -0.367 0.0 -0.2 0.1
P -2.115 -1.542 -0.024 -0.2 0.0 -0.2
C -2.879 -2.477 1.337 -0.1 0.1 -0.1
C -2.356 -3.753 1.555 -0.1 0.0 0.0
C -2.838 -4.539 2.588 0.0 0.0 0.0
C -3.837 -4.053 3.425 0.0 0.0 0.0
C -4.339 -2.776 3.229 0.0 0.0 0.0
C -3.862 -1.989 2.188 0.0 0.0 0.0
C -2.834 -2.451 -1.465 0.2 0.0 0.0
C -2.119 -2.480 -2.656 0.1 0.0 -0.1
C -2.676 -3.031 -3.804 0.0 0.0 0.0
C -3.955 -3.562 -3.775 0.0 0.0 0.0
C -4.677 -3.543 -2.587 0.0 0.0 0.0
C -4.120 -2.991 -1.445 0.0 -0.1 0.1
N -0.949 1.041 -0.995 -0.3 -0.2 -0.5
H 0.838 3.389 -1.270 0.0 0.0 0.0
H 1.382 2.685 -2.803 -0.1 0.0 0.0
H 4.224 -0.387 -0.680 0.0 0.0 0.0
H 5.305 -1.897 -2.288 0.0 0.0 0.0
H 4.370 -2.163 -4.565 0.0 0.0 0.0
H 2.312 -0.946 -5.196 0.0 0.0 0.0
H 1.203 0.532 -3.574 0.0 0.0 0.0
H 3.691 3.080 -2.327 0.0 0.0 0.0
H 5.642 4.442 -1.699 0.0 0.0 0.0
H 6.450 4.445 0.642 0.0 0.0 0.0
H 5.301 3.055 2.340 0.0 0.0 0.0
H 3.341 1.687 1.701 0.0 0.0 0.0
H -1.266 2.559 -3.893 0.0 0.0 0.0
H -3.494 1.220 -3.059 0.0 0.0 0.0
H -3.302 0.568 0.545 0.0 -0.1 0.0
H -4.088 -0.253 -0.827 0.0 0.1 0.0
H -1.558 -4.119 0.918 0.0 0.0 0.0
H -2.418 -5.523 2.754 0.0 0.0 0.0
H -4.207 -4.664 4.240 0.0 0.0 0.0
H -5.086 -2.374 3.902 0.0 0.0 0.0
H -4.230 -0.978 2.070 0.0 0.0 0.0
H -1.114 -2.078 -2.679 0.0 0.0 0.0
H -2.099 -3.046 -4.721 0.0 0.0 0.0
H -4.389 -3.992 -4.670 0.0 0.0 0.0
H -5.679 -3.956 -2.551 0.0 0.0 0.0
H -4.691 -2.980 -0.523 0.0 0.0 0.0
S 1.007 -2.466 -1.154 0.1 -0.1 0.2
C 2.057 -2.845 0.147 0.1 -0.2 -0.1
C 2.740 -4.130 0.034 -0.2 0.3 0.0
N 3.243 -5.160 -0.089 0.0 0.0 0.0
C 2.350 -2.106 1.261 0.2 0.2 0.1
S 1.680 -0.590 1.887 -0.1 0.2 0.1
C 3.391 -2.573 2.143 -0.3 -0.1 -0.3
N 4.238 -2.943 2.833 0.1 0.0 0.1
F -0.069 0.879 4.181 0.0 0.2 0.0
Te -1.846 1.400 3.525 -0.4 -0.5 1.4
F -2.432 -0.128 4.432 0.0 0.0 -0.1
F -1.384 2.442 1.009 0.7 -0.1 0.2
F -1.961 2.130 5.412 -0.3 0.3 -0.2
F -3.739 1.318 2.881 0.0 0.1 0.1
O -1.340 0.108 2.060 0.3 0.6 -0.3
C -0.722 5.099 3.132 -0.1 0.0 0.0
C 0.409 4.201 3.627 0.2 -0.1 0.0
C 0.728 3.161 2.662 0.4 0.0 -0.3
N 0.953 2.394 1.839 -0.1 0.3 0.7
H -0.927 5.848 3.896 0.0 0.0 0.0
H -1.627 4.520 2.955 0.1 0.0 0.0
H -0.452 5.594 2.200 0.0 0.0 0.0
H 0.136 3.695 4.554 0.0 0.0 0.1
H 1.333 4.764 3.790 -0.1 0.0 0.1

=====

Entry 3:
113
Properties=species:S:1:pos:R:3:forces:R:3 method="wB97M-V/def2-TZVPD" fmax_ev_per_a=2.31 homo_ev=-11.2 total_charge=+1 gap_ev=7.88 total_energy_ha=-4442.08606
C -1.069 0.657 5.405 0.3 0.4 0.0
C -1.333 2.104 4.960 -0.5 -0.3 -0.2
C -2.251 2.246 3.729 0.2 0.1 0.3
C -1.553 2.580 2.414 -0.1 0.5 0.1
N -0.211 1.978 2.248 -0.2 -0.9 -0.5
C 0.272 2.005 0.917 -0.4 0.6 1.3
C 0.375 0.737 0.062 1.4 -0.8 -0.6
N 0.227 0.991 -1.407 -0.8 1.0 0.8
C -0.393 2.006 -1.722 0.3 -0.1 -0.6
O -0.905 2.965 -2.113 -0.1 -0.1 0.1
C -0.747 -0.320 0.300 0.0 0.1 -0.1
F -1.930 0.306 0.074 0.0 0.1 0.0
F -0.623 -1.264 -0.653 0.1 -0.1 0.1
C -0.930 -1.067 1.666 -0.6 0.1 -0.3
F 0.187 -1.133 2.376 0.7 0.1 0.2
F -1.838 -0.438 2.400 -0.2 0.1 0.2
F -1.365 -2.292 1.444 0.0 -0.3 -0.1
C 1.914 0.273 0.153 0.2 -0.3 -0.1
C 2.242 -1.256 0.211 0.2 0.2 0.3
C 3.334 -1.821 1.127 0.0 -0.9 -0.2
C 3.663 -3.243 0.657 0.2 0.2 0.4
O 2.962 -1.866 2.492 -0.1 0.5 0.2
C 2.781 1.354 0.905 -0.7 0.9 0.2
C 3.918 1.894 0.005 0.5 -0.2 0.2
C 5.209 1.065 -0.079 0.3 0.1 -0.3
C 5.286 0.186 -1.333 -0.1 0.7 0.2
C 6.691 -0.284 -1.630 -0.3 -0.7 -0.4
F 6.673 -0.936 -2.823 0.0 0.0 0.0
F 7.538 0.756 -1.749 0.1 0.1 0.1
C 7.272 -1.290 -0.608 -0.1 0.1 0.0
F 8.247 -2.023 -1.112 0.1 0.1 0.0
F 6.300 -2.114 -0.197 -0.1 -0.1 0.0
F 7.724 -0.632 0.468 0.1 0.0 0.1
P 3.491 1.127 2.570 0.9 -2.1 -0.1
C 4.852 2.286 2.974 -0.5 0.8 -0.6
C 2.388 0.819 3.961 -0.3 1.1 0.4
N 1.732 2.552 0.899 -0.4 1.1 -0.3
F 1.747 3.273 -0.363 0.0 -0.5 0.1
S 2.071 3.794 2.109 0.2 -0.3 0.1
H -1.823 -0.031 5.034 -0.1 -0.1 -0.1
H -1.078 0.595 6.490 0.0 0.0 0.1
H -0.081 0.321 5.096 0.0 -0.3 -0.1
H -0.410 2.655 4.777 0.1 0.0 0.1
H -1.841 2.610 5.768 0.2 0.0 0.1
H -2.907 1.382 3.644 0.1 -0.2 -0.1
H -2.913 3.089 3.926 -0.1 0.1 -0.1
H -1.415 3.665 2.399 0.2 0.1 -0.1
H -2.205 2.349 1.569 0.0 -0.2 0.0
H -0.112 1.099 2.733 0.1 0.0 0.1
H -0.269 2.838 0.472 0.0 -0.2 -0.5
H 2.227 0.513 -0.855 -0.2 0.0 -0.2
H 2.531 -1.549 -0.797 0.0 0.1 -0.1
H 1.360 -1.853 0.402 -0.2 0.0 0.1
H 4.262 -1.260 1.092 -0.1 0.3 0.0
H 2.828 -3.910 0.875 -0.1 -0.1 -0.2
H 3.930 -3.280 -0.395 -0.1 -0.1 -0.1
H 4.517 -3.601 1.227 0.0 -0.1 0.0
H 2.323 -2.574 2.618 0.0 -0.2 0.0
H 4.170 2.893 0.356 0.0 0.0 0.1
H 3.550 2.025 -1.009 -0.2 0.0 0.0
H 5.420 0.499 0.825 -0.1 -0.1 0.1
H 6.022 1.785 -0.178 0.1 0.0 0.1
H 5.029 0.815 -2.186 0.0 -0.1 -0.1
H 4.594 -0.651 -1.321 0.1 -0.2 0.0
H 5.785 1.871 2.611 0.1 -0.1 0.2
H 4.901 2.452 4.046 -0.1 -0.2 0.1
H 4.724 3.258 2.499 0.1 0.1 0.2
H 1.648 0.060 3.756 0.1 -0.2 -0.3
H 1.886 1.718 4.328 -0.1 0.0 0.0
H 3.017 0.447 4.767 0.1 -0.1 -0.1
H 1.130 4.621 1.619 0.0 -0.1 -0.1
C -4.172 5.564 7.184 0.0 0.1 -0.1
N -3.180 4.538 6.763 -0.1 0.1 0.1
O -2.304 4.868 5.987 -0.1 0.1 0.0
O -3.311 3.425 7.231 0.0 0.1 0.0
H -3.927 6.497 6.691 0.0 0.0 0.0
H -5.154 5.203 6.893 0.0 0.0 0.1
H -4.104 5.653 8.264 0.0 -0.1 0.0
C -1.409 -0.852 -4.168 -0.2 0.0 0.1
N -0.734 -1.665 -5.216 0.0 0.0 0.1
O -0.945 -2.861 -5.228 0.0 0.0 0.0
O -0.015 -1.071 -5.987 0.0 0.0 0.0
H -2.014 -1.511 -3.554 0.0 -0.1 0.0
H -0.636 -0.369 -3.579 0.0 0.0 -0.1
H -2.023 -0.114 -4.676 0.1 0.0 0.0
C -3.481 -3.425 -6.999 0.0 0.1 0.0
N -4.903 -3.829 -7.169 0.0 0.1 0.0
O -5.748 -2.955 -7.152 0.1 0.1 0.0
O -5.130 -5.010 -7.307 0.0 -0.1 0.0
H -3.446 -2.349 -6.885 -0.1 0.0 0.0
H -3.103 -3.932 -6.117 0.0 -0.1 0.0
H -2.939 -3.747 -7.883 0.0 -0.1 0.0
C -8.572 -3.844 -7.912 0.0 -0.1 0.1
N -9.984 -3.968 -7.457 0.0 0.0 0.0
O -10.206 -4.634 -6.465 0.1 0.0 0.0
O -10.829 -3.383 -8.101 0.0 0.0 0.0
H -7.943 -4.412 -7.241 0.0 0.0 0.0
H -8.523 -4.233 -8.925 0.0 0.1 0.0
H -8.317 -2.791 -7.893 0.0 0.0 -0.1
C -12.231 -2.907 -4.759 0.0 -0.1 0.0
N -13.212 -2.780 -3.645 0.0 0.0 0.0
O -13.515 -3.784 -3.038 0.0 0.0 0.0
O -13.642 -1.668 -3.417 0.0 0.0 0.0
H -11.935 -3.942 -4.849 0.0 0.0 0.0
H -12.719 -2.559 -5.664 0.0 0.1 0.0
H -11.385 -2.272 -4.514 0.0 0.1 0.0
C 10.045 0.332 2.286 0.1 -0.1 0.0
N 10.172 0.956 3.632 0.0 0.0 0.0
O 10.274 0.222 4.590 0.0 0.0 0.0
O 10.149 2.168 3.672 0.0 0.1 0.0
H 10.069 -0.745 2.402 0.0 0.0 0.0
H 9.101 0.665 1.872 0.0 0.1 0.0
H 10.874 0.685 1.681 0.0 0.1 0.0

=====

Entry 4:
5
Properties=species:S:1:pos:R:3:forces:R:3 method="wB97M-V/def2-TZVPD" fmax_ev_per_a=2.14 homo_ev=-8.5 gap_ev=7.49 total_energy_ha=-1249.84355 e_above_lowest_ev=0.236
N 0.790 0.046 0.359 0.8 -1.1 0.7
S -0.338 1.370 0.373 1.0 -0.7 -0.1
S -0.291 -1.359 0.425 -0.6 2.0 -0.6
S -1.538 0.085 -0.690 -0.6 -1.3 -0.1
H 1.377 -0.142 -0.468 -0.6 1.1 0.1

=====

Entry 5:
50
Properties=species:S:1:pos:R:3:forces:R:3 method="wB97M-V/def2-TZVPD" fmax_ev_per_a=1.90 homo_ev=-11.1 gap_ev=11.50 total_energy_ha=-5163.88794 smiles="O=C1OC[C@@H](F)O1.O=C1OC[C@@H](F)O1.O=C1OC[C@@H](F)O1.ClCCl.ClCCl.ClCCl.ClCCl" e_above_lowest_ev=0.000
C 0.222 1.800 -4.289 0.0 0.1 -0.1
C 1.240 0.676 -4.274 -0.3 -0.4 0.1
O 2.071 1.044 -3.206 -0.1 -0.9 0.0
C 1.882 2.337 -2.883 1.2 0.9 -0.7
O 2.565 2.930 -2.116 -0.4 0.0 0.3
O 0.951 2.881 -3.693 -0.5 0.0 0.2
F 1.968 0.634 -5.439 0.0 0.2 0.2
H -0.635 1.587 -3.646 0.0 -0.2 -0.2
H -0.096 2.048 -5.297 0.0 0.2 0.1
H 0.845 -0.327 -4.105 0.0 0.2 0.1
C 2.297 -2.164 2.055 -1.3 0.3 0.1
C 2.873 -1.386 0.907 0.7 -1.5 -0.9
O 4.225 -1.253 1.246 -0.4 0.5 0.3
C 4.415 -1.647 2.553 -0.2 -0.6 -0.7
O 5.473 -1.728 3.055 0.6 0.4 0.5
O 3.248 -2.052 3.094 0.0 0.1 0.0
F 2.259 -0.192 0.676 0.2 0.4 0.3
H 2.115 -3.201 1.774 0.3 -0.1 0.1
H 1.330 -1.739 2.333 0.2 0.0 0.3
H 2.835 -1.987 -0.003 -0.2 0.5 -0.2
C -2.011 -0.421 0.055 -0.1 1.5 0.6
C -0.790 -0.824 0.865 -0.1 -0.3 -1.0
O -0.265 -1.831 -0.022 0.5 -0.1 0.1
C -0.500 -1.424 -1.296 -0.2 0.7 0.9
O 0.119 -1.773 -2.238 -0.1 -0.1 -0.6
O -1.493 -0.481 -1.274 0.2 -1.0 -0.4
F -1.012 -1.398 2.053 -0.4 -0.2 0.0
H -2.299 0.620 0.172 0.0 0.0 0.4
H -2.893 -1.032 0.254 0.2 -0.4 -0.3
H -0.040 -0.036 0.962 -0.2 -0.2 0.2
C -0.828 0.340 6.033 0.5 -0.2 -0.3
Cl -2.542 0.731 5.914 0.1 0.0 0.1
Cl -0.321 -0.762 4.729 0.0 0.1 0.2
H -0.228 1.235 5.918 -0.2 0.1 0.0
H -0.589 -0.156 6.967 -0.3 0.1 0.1
C -3.795 -4.775 -2.160 0.3 0.5 -0.5
Cl -2.918 -3.490 -1.275 -0.3 -0.4 0.0
Cl -4.605 -4.119 -3.596 -0.1 0.0 0.2
H -3.058 -5.465 -2.550 0.0 -0.1 0.3
H -4.525 -5.236 -1.509 0.0 0.0 0.1
C -2.379 3.711 -1.376 0.2 0.8 -0.1
Cl -3.351 3.184 -0.016 -0.3 -0.2 0.2
Cl -3.348 4.306 -2.736 -0.1 -0.3 -0.1
H -1.823 4.586 -1.058 0.2 -0.2 0.1
H -1.722 2.909 -1.689 -0.1 0.0 -0.1
C 1.188 2.709 2.026 -0.1 -0.5 0.0
Cl 0.168 2.384 0.600 0.2 0.5 -0.1
Cl 0.192 2.704 3.487 0.1 0.2 0.0
H 1.887 1.884 2.096 0.1 0.1 0.0
H 1.701 3.656 1.924 -0.2 0.1 -0.1

=====

Entry 6:
22
Properties=species:S:1:pos:R:3:forces:R:3 method="wB97M-V/def2-TZVPD" fmax_ev_per_a=4.37 homo_ev=-12.6 total_charge=+1 gap_ev=7.37 total_energy_ha=-1026.57404 smiles="Cc1cc(N)c(Cl)c(C2=[NH+][C@H]2C#N)n1"
C 1.877 -0.450 0.401 1.3 -1.8 0.4
C 4.296 -1.139 -0.650 -0.1 0.0 -0.5
C -2.056 0.795 -0.311 -0.4 -0.3 -0.3
C -1.198 1.823 0.018 -0.9 -0.1 1.9
C 0.144 1.433 0.327 -0.9 0.7 -2.0
C -1.585 -0.508 -0.403 -1.3 -0.6 1.2
C 0.481 0.145 0.092 2.3 -1.8 1.8
C -2.576 -1.630 -0.580 0.6 0.0 1.6
C 3.570 -1.176 0.555 -3.7 1.1 2.0
N 2.150 -1.688 0.586 1.0 1.1 -0.9
N 4.786 -0.986 -1.676 0.2 -0.1 -0.1
N -0.352 -0.867 -0.043 -0.5 -0.1 -1.8
N -1.639 3.051 0.403 2.5 1.8 -0.8
Cl 1.280 2.589 0.657 1.3 1.3 0.6
H -3.147 0.919 -0.367 0.7 0.3 -0.3
H -2.370 -2.236 0.344 -0.8 0.2 -0.9
H -3.646 -1.359 -0.679 0.9 0.0 0.1
H -2.209 -2.192 -1.399 -0.1 -0.8 -0.9
H 4.071 -1.122 1.569 -0.7 0.1 -1.5
H 1.635 -2.576 0.493 0.2 0.3 0.1
H -2.593 3.367 0.440 -0.1 -0.4 -0.4
H -0.918 3.807 0.223 -1.5 -1.1 0.7